7
Properties=species:S:1:pos:R:3:forces:R:3 method="wB97M-V/def2-TZVPD" lumo_ev="0.55 / -3.21" multiplicity=3 s_squared=2.01
C 0.685 0.917 0.080 3.491 -1.237 -0.624
C 0.016 -0.425 -0.022 -0.128 0.898 1.005
C -0.711 0.854 0.115 -3.745 -0.640 1.012
Br 2.256 1.740 0.015 0.444 0.501 -0.041
F -0.083 -1.174 -1.106 0.168 -0.130 -0.721
Br -2.304 1.657 -0.013 -0.278 0.296 -0.395
F 0.098 -1.259 1.050 0.047 0.313 -0.236